one | Molecular formula: C10H9NO
Method: DFT, ωB97M-V/def2-TZVPD

Each line ends with the natural charge from an NBO analysis.
Geometry (Å):
C1 -2.6256 -1.0344 0.0228  -0.559
C2 -1.1826 -0.3016 -0.5099  0.057
C3 -1.3684 0.4595 -1.6488  -0.282
C4 -0.4364 1.2930 -2.1732  0.046
C5 0.9912 0.5601 -0.4004  0.079
C6 2.1376 0.7086 0.3504  0.290
C7 2.2531 -0.1715 1.4150  -0.211
C8 1.5308 -1.3392 1.7014  -0.215
C9 0.2894 -1.4335 1.0069  -0.186
C10 0.0904 -0.3797 0.0836  -0.126
H1 -2.4362 -2.1691 0.9317  0.239
H2 -3.7577 0.1001 0.7056  0.164
H3 -3.1905 -1.1387 -0.9233  0.201
H4 -2.4464 0.7470 -2.1286  0.212
H5 -0.5605 2.0222 -2.9688  0.208
H6 2.8884 2.6128 -0.2581  0.518
H7 3.0582 0.4983 2.3354  0.209
H8 1.6577 -1.9327 2.5292  0.221
H9 -0.6615 -2.1139 1.2773  0.229
N1 0.6537 1.4671 -1.4180  -0.420
O1 3.1150 1.5454 0.0699  -0.674

LUMO ... -0.23 eV
Gap between HOMO and LUMO ... 7.871 eV
Total charge ... 0
Highest occupied orbital energy ... -8.099 eV


two | Molecular formula: C10H9NO
Method: DFT, ωB97M-V/def2-TZVPD

Each line ends with the natural charge from an NBO analysis.
Geometry (Å):
C1 2.7111 0.9853 0.8327  0.247
C2 -2.5948 1.3627 -0.2056  -0.212
C3 -1.6132 2.2915 -0.3902  -0.186
C4 -2.4287 -0.0250 -0.0093  -0.199
C5 -0.2913 1.7838 -0.3171  -0.284
C6 -1.1175 -0.5162 0.0729  -0.284
C7 -0.1374 0.4633 -0.0703  0.175
C8 2.0263 0.3041 -1.3607  0.377
C9 2.2700 -1.3875 0.5421  -0.621
C10 2.0689 0.0399 0.0490  -0.207
N1 3.1175 1.8005 1.5416  -0.266
O1 2.1490 1.3403 -1.9874  -0.561
H1 -3.6262 1.6859 -0.2417  0.217
H2 -1.8627 3.3999 -0.5275  0.240
H3 -3.1634 -0.7669 0.1643  0.228
H4 0.5283 2.3708 -0.6352  0.260
H5 -0.6906 -1.5140 0.2965  0.238
H6 1.9940 -0.5627 -2.1201  0.136
H7 1.5667 -2.1043 -0.0123  0.224
H8 2.0697 -1.4853 1.7167  0.244
H9 3.2925 -1.7255 0.3233  0.236

LUMO ... -0.55 eV
Gap between HOMO and LUMO ... 8.941 eV
Total charge ... 0
Highest occupied orbital energy ... -9.492 eV


Stability ranking, top and bottom: two is the most stable and one is the least stable.


one | Molecular formula: C8H32BeN16O8
Method: DFT, ωB97M-V/def2-TZVPD

Each line ends with the natural charge from an NBO analysis.
Geometry (Å):
Be1 0.2548 0.2738 -0.3052  1.726
C1 -1.6864 -2.0251 -1.9681  0.810
O1 -0.8679 -1.1185 -1.7591  -0.764
N1 -2.3823 -2.0831 -3.1236  -0.817
N2 -1.8441 -3.1133 -1.1940  -0.842
H1 -2.7024 -2.9466 -3.5259  0.403
H2 -2.0652 -1.4235 -3.8187  0.388
H3 -2.2058 -3.9992 -1.4884  0.402
H4 -1.2561 -3.0550 -0.3659  0.430
C2 -2.5181 2.0585 -1.7493  0.793
O2 -1.5201 1.7986 -1.0658  -0.725
N3 -3.5423 2.8692 -1.4190  -0.829
N4 -2.7619 1.3670 -2.8863  -0.824
H5 -3.4422 3.4507 -0.6037  0.415
H6 -4.2773 3.0346 -2.0780  0.407
H7 -2.1121 0.7057 -3.2683  0.409
H8 -3.6554 1.4427 -3.3353  0.390
C3 0.3700 -3.0771 1.6414  0.785
O3 0.0995 -2.4380 0.6097  -0.712
N5 -0.3311 -4.1534 2.0670  -0.829
N6 1.2056 -2.5539 2.5684  -0.827
H9 -1.0005 -4.5567 1.4382  0.416
H10 -0.1906 -4.4518 3.0136  0.406
H11 1.7886 -1.7838 2.2893  0.419
H12 1.4785 -3.1441 3.3355  0.392
C4 -2.6288 -0.0331 1.8431  0.802
O4 -1.9048 -0.1131 0.8614  -0.708
N7 -3.6760 0.8475 1.9208  -0.844
N8 -2.4384 -0.6864 3.0388  -0.833
H13 -3.9114 1.3263 1.0676  0.418
H14 -4.2884 0.8242 2.7099  0.398
H15 -1.9548 -1.5549 3.1705  0.417
H16 -3.1204 -0.3918 3.7065  0.381
C5 0.4118 1.2725 3.3678  0.785
O5 0.6875 1.1444 2.1622  -0.741
N9 -0.7418 1.8467 3.7688  -0.825
N10 1.2271 0.8437 4.3465  -0.826
H17 -0.9710 2.0444 4.7254  0.402
H18 -1.3446 2.1764 3.0345  0.418
H19 2.1562 0.5470 4.1186  0.413
H20 0.8275 0.8376 5.2679  0.403
C6 2.1801 3.3699 0.1412  0.797
O6 1.6045 2.3210 -0.1727  -0.749
N11 2.4466 4.3642 -0.7211  -0.826
N12 2.5522 3.5533 1.4330  -0.841
H21 3.0057 5.1480 -0.4482  0.414
H22 2.0839 4.0794 -1.6175  0.419
H23 3.1569 4.3244 1.6446  0.398
H24 2.2214 2.8192 2.0362  0.424
C7 3.2697 -1.3874 0.1043  0.799
O7 2.4927 -0.4397 -0.0204  -0.736
N13 3.3788 -2.2751 -0.9271  -0.816
N14 4.0036 -1.6624 1.1951  -0.827
H25 4.0907 -2.9845 -0.8913  0.392
H26 2.7213 -2.2700 -1.6831  0.423
H27 4.6353 -2.4435 1.2051  0.408
H28 4.0624 -1.0197 1.9641  0.411
C8 1.2810 0.3119 -3.9452  0.788
O8 1.4283 0.2224 -2.7296  -0.708
N15 1.1325 -0.8098 -4.6974  -0.843
N16 1.0761 1.4948 -4.5853  -0.834
H29 1.0720 -0.8418 -5.6998  0.401
H30 1.1627 -1.6903 -4.2169  0.405
H31 0.9694 2.2561 -3.9374  0.413
H32 0.8069 1.5506 -5.5491  0.405

LUMO ... -4.89 eV
Gap between HOMO and LUMO ... 9.363 eV
Total charge ... +2
Highest occupied orbital energy ... -14.253 eV


two | Molecular formula: C8H32BeN16O8
Method: DFT, ωB97M-V/def2-TZVPD

Each line ends with the natural charge from an NBO analysis.
Geometry (Å):
Be1 -0.1130 0.0415 0.0282  1.729
C1 -0.2676 -2.9488 -2.2626  0.776
O1 -0.3413 -1.9158 -1.5475  -0.756
N1 -0.7221 -4.1318 -1.9130  -0.817
N2 0.2860 -3.0444 -3.4291  -0.808
H1 -1.0370 -4.1852 -0.9548  0.407
H2 -0.4547 -4.9613 -2.4234  0.402
H3 0.6888 -2.1830 -3.7695  0.412
H4 0.2773 -3.8536 -4.0334  0.410
C2 -3.0682 0.6084 -1.8982  0.763
O2 -2.4397 0.1576 -0.9088  -0.752
N3 -3.2697 -0.0483 -2.9671  -0.815
N4 -3.4867 1.7685 -2.0555  -0.778
H5 -4.0159 0.0945 -3.6327  0.401
H6 -2.6841 -0.8341 -3.2114  0.408
H7 -3.7907 1.9153 -3.0075  0.402
H8 -3.6110 2.3906 -1.2697  0.419
C3 1.2626 -2.3137 2.3352  0.767
O3 0.9136 -1.3109 1.7461  -0.731
N5 1.0630 -2.6283 3.5509  -0.813
N6 1.9365 -3.2474 1.7554  -0.809
H9 0.7135 -1.9139 4.1735  0.415
H10 1.0148 -3.6308 3.6638  0.403
H11 2.2372 -4.0946 2.2157  0.395
H12 2.2153 -3.1055 0.7951  0.412
C4 -2.3670 -2.5489 0.9510  0.776
O4 -1.7332 -1.5765 1.2630  -0.690
N7 -2.5497 -3.6813 1.6312  -0.853
N8 -3.1539 -2.6987 -0.0550  -0.808
H13 -3.1839 -4.4436 1.4393  0.411
H14 -1.9795 -3.6567 2.4645  0.391
H15 -3.4801 -3.6218 -0.3032  0.381
H16 -3.1403 -2.0159 -0.7990  0.417
C5 -0.2088 3.5412 -1.2093  0.735
O5 -0.3332 2.4588 -0.7451  -0.730
N9 -1.0786 4.1243 -1.8570  -0.777
N10 0.7834 4.2531 -0.9678  -0.785
H17 -1.9895 3.7223 -2.0266  0.404
H18 -0.9486 5.0937 -2.1089  0.387
H19 1.4841 3.8887 -0.3382  0.408
H20 0.8096 5.1805 -1.3667  0.387
C6 2.9220 1.6044 1.8090  0.769
O6 2.4373 0.8484 0.9934  -0.710
N11 3.0345 1.4171 3.0924  -0.817
N12 3.4038 2.7885 1.4841  -0.833
H21 2.6021 0.5593 3.4042  0.418
H22 3.7344 1.9862 3.5467  0.398
H23 3.9627 3.2310 2.1995  0.396
H24 3.3936 2.9611 0.4890  0.404
C7 2.6611 0.6253 -2.4430  0.790
O7 1.5819 0.3729 -1.9228  -0.706
N13 2.8764 0.6212 -3.7532  -0.828
N14 3.7911 1.0305 -1.7893  -0.838
H25 2.1268 0.6506 -4.4296  0.413
H26 3.8162 0.6750 -4.1193  0.396
H27 3.9211 1.0730 -0.7886  0.424
H28 4.6101 0.9762 -2.3779  0.381
C8 -1.2241 1.5609 2.9182  0.779
O8 -1.0284 1.3264 1.7356  -0.741
N15 -1.8344 0.8389 3.7626  -0.783
N16 -0.9627 2.6854 3.5197  -0.813
H29 -2.0747 -0.1338 3.6353  0.417
H30 -2.0560 1.2129 4.6743  0.390
H31 -1.1875 2.9593 4.4654  0.399
H32 -0.7447 3.4849 2.9422  0.401

LUMO ... -4.89 eV
Gap between HOMO and LUMO ... 9.467 eV
Total charge ... +2
Highest occupied orbital energy ... -14.357 eV


Stability ranking, top and bottom: one is the most stable and two is the least stable.